6 unconnected molecules or ions with the total composition C28H69B2BrClO6, computed with ωB97M-V with the def2-TZVPD basis set.

Values from the calculation:
E_HOMO = -4.147 eV
Frontier orbital gap = 6.29 eV
E_LUMO = 2.139 eV
Electronic energy = -126358.16028 eV

ORCA input file:
```
! wB97M-V def2-TZVPD RIJCOSX def2/J DEFGRID3
* xyz -1 1
C 5.01531 0.83839 -1.53112
C 5.20315 1.39277 -2.94517
B 3.97822 1.32240 -3.96883
O 4.42105 1.67127 -5.28824
B 2.31099 0.92369 -3.75436
C 2.11938 -0.36715 -2.71540
C 0.81726 -1.19985 -2.72797
C -0.31232 -0.75010 -3.63532
Cl 0.11134 -1.32822 -1.01538
C 1.35282 2.26739 -3.55183
C 1.25652 3.07325 -2.25819
C 0.98462 2.29062 -0.98651
Br 2.89552 4.17026 -1.95749
H 4.78074 -0.22901 -1.54316
H 5.91125 0.97078 -0.91201
H 4.18952 1.34946 -1.02879
H 6.07548 0.92179 -3.42640
H 5.46970 2.46107 -2.89436
H 4.37385 0.91031 -5.86857
H 1.98861 0.51159 -4.88976
H 2.91414 -1.08797 -2.96574
H 2.32802 -0.10272 -1.67648
H 1.04313 -2.24769 -2.93569
H 0.10486 -0.56312 -4.62714
H -0.75723 0.17926 -3.27693
H -1.09791 -1.50832 -3.68843
H 1.61601 2.98633 -4.34128
H 0.30160 2.01130 -3.76816
H 0.50420 3.85859 -2.36328
H 0.16354 1.59102 -1.17145
H 0.69493 2.94073 -0.15797
H 1.85194 1.70430 -0.68600
C 1.28814 6.18572 -8.82867
C 0.96570 5.84234 -7.38156
O 1.03082 4.46629 -7.08557
C 2.30118 3.85086 -7.28210
C 3.43274 4.47809 -6.49252
H 0.64689 5.62086 -9.50763
H 1.12275 7.25144 -9.00008
H 2.32758 5.96693 -9.07629
H -0.06367 6.12716 -7.15609
H 1.61345 6.41903 -6.71025
H 2.54545 3.83575 -8.35271
H 2.16503 2.81985 -6.95693
H 3.64340 5.50467 -6.80280
H 4.33416 3.88156 -6.62671
H 3.19253 4.47064 -5.42930
C -1.48353 3.36603 3.95882
C -2.00398 3.38665 2.53025
O -1.48534 2.35884 1.71268
C -1.76711 1.03380 2.12734
C -3.24602 0.69748 2.19294
H -0.39288 3.38481 3.96558
H -1.84948 4.24349 4.49533
H -1.81655 2.48198 4.50448
H -1.69536 4.30937 2.03739
H -3.10137 3.37156 2.53116
H -1.29390 0.82294 3.09477
H -1.28414 0.39820 1.38534
H -3.76926 1.26238 2.96745
H -3.36488 -0.36221 2.42646
H -3.73445 0.89172 1.23697
C 4.30220 -4.54313 3.17853
C 4.84629 -3.58284 2.13138
O 4.04974 -3.48023 0.97118
C 2.72039 -3.01633 1.17417
C 2.62965 -1.64180 1.80987
H 4.13698 -5.53012 2.74322
H 5.01918 -4.63951 3.99622
H 3.36037 -4.19312 3.60370
H 5.81390 -3.93684 1.77239
H 5.01178 -2.59658 2.58139
H 2.15200 -3.74831 1.76281
H 2.27634 -2.98596 0.18076
H 3.01979 -1.62899 2.83006
H 1.58536 -1.32842 1.84363
H 3.18127 -0.91086 1.21647
C -6.23581 -2.90245 5.28998
C -5.85253 -1.65275 4.51568
O -5.77027 -1.85042 3.11748
C -6.96250 -2.23853 2.45992
C -8.08674 -1.22353 2.57443
H -5.56156 -3.72248 5.03781
H -6.15860 -2.71159 6.36112
H -7.25718 -3.22673 5.08374
H -4.84637 -1.34024 4.79898
H -6.52769 -0.82836 4.77388
H -7.30042 -3.21976 2.81465
H -6.67091 -2.35574 1.41617
H -8.44278 -1.11773 3.60007
H -8.93200 -1.54371 1.96304
H -7.75464 -0.24651 2.22120
C 0.18474 -3.48818 5.35499
C -1.03576 -4.10684 6.01613
O -2.26600 -3.52151 5.62580
C -2.56626 -3.59933 4.24076
C -2.69212 -5.01566 3.70802
H 0.20842 -2.41087 5.52446
H 1.09076 -3.92512 5.77843
H 0.20701 -3.66580 4.27922
H -0.99199 -3.95586 7.09544
H -1.04950 -5.18948 5.84188
H -1.83219 -3.03759 3.65262
H -3.51804 -3.08188 4.12919
H -1.74562 -5.55702 3.73910
H -3.01814 -4.98131 2.66774
H -3.42810 -5.57820 4.28588
*
```